Molecular formula: C23H19FN4O3
Method: DFT, ωB97M-V/def2-TZVPD

The largest force on an atom is 1.0 eV/A. The value obtained for the LUMO energy is 0.38 eV. The total energy is -1432.511040 hartree. Its gap between HOMO and LUMO is 8.559 eV.

```
! wB97M-V def2-TZVPD RIJCOSX def2/J DEFGRID3
* xyz 0 1
O 0.140 3.126 2.096
C 0.011 2.634 0.999
N 0.683 3.021 -0.109
C 1.972 3.667 0.017
C 2.932 3.137 -1.062
C 2.834 1.656 -1.176
N 1.830 1.050 -1.751
C 2.077 -0.294 -1.620
C 1.332 -1.394 -2.027
C 1.838 -2.647 -1.748
C 3.054 -2.816 -1.084
C 3.807 -1.736 -0.666
C 3.302 -0.476 -0.937
N 3.761 0.790 -0.682
C -1.017 1.565 0.688
C -2.262 1.883 0.308
C -3.325 0.947 -0.045
C -4.639 1.226 0.340
C -5.671 0.361 0.036
C -5.387 -0.791 -0.677
F -6.389 -1.645 -0.976
C -4.104 -1.083 -1.104
C -3.079 -0.211 -0.787
N -0.583 0.260 0.873
C 0.691 -0.104 1.214
O 1.612 0.681 1.321
C 0.842 -1.554 1.416
C -0.003 -2.619 1.203
C 0.722 -3.773 1.558
C 1.949 -3.331 1.961
O 2.027 -2.004 1.877
H 0.592 2.435 -0.935
H 1.863 4.752 -0.088
H 2.355 3.453 1.020
H 3.953 3.436 -0.824
H 2.650 3.569 -2.025
H 0.396 -1.263 -2.547
H 1.283 -3.523 -2.049
H 3.410 -3.817 -0.890
H 4.742 -1.868 -0.144
H 4.559 1.032 -0.118
H -2.526 2.930 0.298
H -4.843 2.128 0.897
H -6.685 0.567 0.339
H -3.923 -1.975 -1.683
H -2.086 -0.406 -1.164
H -1.296 -0.455 0.834
H -1.008 -2.599 0.833
H 0.381 -4.787 1.520
H 2.813 -3.855 2.320
*
```

=====

Molecular formula: C34H23F10N2O5S2SbSrTe
Method: DFT, ωB97M-V/def2-TZVPD

The largest force on an atom is 0.3 eV/A. The value obtained for the LUMO energy is 3.83 eV. The total energy is -4129.380289 hartree. Its gap between HOMO and LUMO is 6.269 eV.

```
! wB97M-V def2-TZVPD RIJCOSX def2/J DEFGRID3
* xyz -2 1
Sr 0.829 1.739 -1.667
O -1.580 -1.407 -3.702
S -0.491 -0.495 -3.995
O -0.132 -0.380 -5.384
O 0.848 -1.098 -3.336
O -0.686 0.811 -3.328
C -0.254 1.081 3.271
C 0.926 0.920 3.968
C 2.125 1.007 3.281
C 2.107 1.246 1.912
N 0.964 1.396 1.240
C -0.180 1.323 1.908
C 3.365 1.305 1.110
C 4.621 1.339 1.710
C 5.752 1.331 0.911
C 5.600 1.279 -0.462
C 4.313 1.271 -0.979
N 3.224 1.300 -0.216
H -1.217 1.012 3.760
H 0.919 0.710 5.030
H 3.058 0.853 3.803
H -1.076 1.477 1.317
H 4.719 1.387 2.785
H 6.736 1.366 1.362
H 6.448 1.260 -1.133
H 4.143 1.252 -2.046
S 0.934 -1.261 -1.608
Sb -2.026 -1.418 0.027
C -0.867 -1.965 1.786
C 0.528 -1.998 1.716
C 1.291 -2.369 2.814
C 0.679 -2.705 4.014
C -0.703 -2.670 4.104
C -1.464 -2.304 2.999
C -2.225 -3.482 -0.558
C -1.936 -3.859 -1.866
C -2.032 -5.195 -2.242
C -2.414 -6.160 -1.323
C -2.702 -5.790 -0.015
C -2.604 -4.458 0.362
C -3.913 -1.408 1.145
C -5.003 -2.211 0.811
C -6.239 -2.044 1.425
C -6.413 -1.066 2.393
C -5.343 -0.250 2.737
C -4.115 -0.421 2.112
H 1.039 -1.747 0.798
H 2.372 -2.388 2.729
H 1.277 -2.988 4.873
H -1.195 -2.928 5.035
H -2.544 -2.281 3.093
H -1.631 -3.111 -2.589
H -1.800 -5.476 -3.263
H -2.486 -7.200 -1.621
H -2.994 -6.539 0.713
H -2.823 -4.181 1.387
H -4.890 -2.984 0.058
H -7.071 -2.680 1.142
H -7.377 -0.934 2.871
H -5.467 0.526 3.483
H -3.295 0.239 2.384
F -0.918 5.712 -1.279
Te -0.352 4.770 0.230
F 1.361 4.507 -0.535
F 0.333 4.226 1.895
F -1.913 5.298 1.118
F 0.326 6.435 0.757
O -0.909 3.161 -0.305
F 4.646 1.550 -4.134
C 3.724 2.531 -4.416
C 2.619 2.709 -3.619
C 1.811 3.729 -4.047
F 0.655 4.001 -3.342
C 2.031 4.534 -5.153
F 1.188 5.519 -5.518
C 3.167 4.305 -5.905
F 3.435 5.063 -6.988
C 4.029 3.291 -5.533
F 5.142 3.074 -6.269
*
```

=====

Molecular formula: C31H28BIN10O4Ti
Method: DFT, ωB97M-V/def2-TZVPD

The largest force on an atom is 0.7 eV/A. The value obtained for the LUMO energy (alpha / beta) is 1.94 / 1.94 eV. The total energy is -3218.943186 hartree. Its gap between HOMO and LUMO (alpha / beta) is 4.851 / 7.759 eV.

```
! wB97M-V def2-TZVPD RIJCOSX def2/J DEFGRID3
* xyz -1 4
Ti -0.699 -0.362 0.258
C -0.446 2.753 -2.740
C -0.549 2.250 -1.331
O -0.872 0.988 -1.222
C -0.251 3.058 -0.232
C -0.454 2.669 1.079
C 0.115 3.321 2.292
N -1.195 1.472 1.257
N -2.501 1.684 1.338
C -3.231 0.637 0.940
O -2.790 -0.387 0.332
C -4.697 0.727 1.184
C -5.260 1.806 1.866
C -6.626 1.850 2.090
C -7.443 0.820 1.638
C -6.887 -0.255 0.960
C -5.521 -0.303 0.733
H 0.245 2.122 -3.304
H -0.107 3.788 -2.782
H -1.419 2.689 -3.238
H 0.191 4.031 -0.421
H 0.364 4.365 2.090
H 1.037 2.833 2.632
H -0.595 3.294 3.122
H -4.612 2.601 2.206
H -7.054 2.692 2.620
H -8.510 0.858 1.817
H -7.520 -1.060 0.607
H -5.067 -1.133 0.211
C 3.041 -0.795 2.466
C 1.782 -0.255 2.195
N 1.375 -0.609 0.984
N 2.318 -1.424 0.468
C 3.335 -1.535 1.341
B 2.353 -1.935 -1.000
N 0.963 -2.404 -1.513
C 0.649 -3.549 -2.147
C -0.645 -3.447 -2.620
C -1.048 -2.170 -2.230
N -0.076 -1.549 -1.578
N 2.883 -0.829 -1.897
C 3.371 -0.885 -3.155
C 3.451 0.402 -3.633
C 2.979 1.192 -2.569
N 2.641 0.449 -1.531
N 3.237 -3.198 -0.988
C 3.003 -4.283 -0.217
C 3.971 -5.220 -0.495
C 4.758 -4.603 -1.484
N 4.305 -3.397 -1.783
H 3.639 -0.677 3.351
H 1.142 0.365 2.802
H 4.206 -2.116 1.093
H 1.373 -4.339 -2.250
H -1.202 -4.186 -3.168
H -1.990 -1.662 -2.367
H 3.632 -1.829 -3.599
H 3.809 0.718 -4.597
H 2.870 2.263 -2.505
H 2.174 -4.296 0.473
H 4.089 -6.193 -0.053
H 5.629 -4.986 -1.992
I -3.005 -7.113 5.650
C -2.425 -5.495 4.459
C -1.963 -5.730 3.171
C -1.579 -4.655 2.386
C -1.654 -3.362 2.890
C -2.120 -3.140 4.183
C -2.510 -4.208 4.973
C -1.234 -2.196 2.042
O -1.236 -1.043 2.520
O -0.882 -2.427 0.846
H -1.906 -6.739 2.786
H -1.224 -4.804 1.375
H -2.170 -2.125 4.549
H -2.877 -4.044 5.977
*
```

=====

Molecular formula: C4H4NaO
Method: DFT, ωB97M-V/def2-TZVPD

The largest force on an atom is 4.7 eV/A. The value obtained for the LUMO energy is -5.08 eV. The total energy is -391.999983 hartree. Its gap between HOMO and LUMO is 7.118 eV.

```
! wB97M-V def2-TZVPD RIJCOSX def2/J DEFGRID3
* xyz 1 1
H -2.089 -0.689 -0.983
C 1.044 1.160 1.779
C 0.924 0.883 0.474
C 0.012 -0.097 -0.048
C -0.349 -1.112 -0.639
O -1.426 -1.463 -1.290
Na -1.883 -2.611 -3.689
H 0.457 0.629 2.532
H 1.709 1.955 2.114
H 1.600 1.346 -0.250
*
```